(1)
Entry from the Open Molecules 2025 dataset: an isolated ion of composition C2H2FO2S and charge -1 in a non-equilibrium geometry (ωB97M-V/def2-TZVPD).

```
8
C2H2FO2S, DFT ωB97M-V/def2-TZVPD
O 0.40306 -1.27200 1.21208
C -0.46175 -0.43845 0.94441
O -1.45090 0.02323 1.50742
C -0.34745 0.36059 -0.46232
F -1.26841 -0.04135 -1.39698
S 1.44948 0.16867 -1.36867
H -0.44004 1.33953 -0.18656
H 2.11602 -0.14021 -0.24938
```

Properties
- Structure (SMILES): O=C([O-])[C@H](F)S
- Orbital gap: 0.2920 Eh
- M: 109.101 g mol⁻¹
- Charge: -1
- Energy above the lowest of the compared OMol25 structures with the same formula, charge and spin: 0.042 eV
- HOMO level: -4.420 eV

(2)
Entry from the Open Molecules 2025 dataset: a 2-piece molecular cluster, C11H17N2 overall in a non-equilibrium geometry (ωB97M-V/def2-TZVPD).

```
30
C11H17N2, DFT ωB97M-V/def2-TZVPD
C -1.54558 -2.31125 0.83106
C 1.51160 -1.06398 -0.93557
C 0.12380 -1.01200 -0.78444
C -0.27124 -1.89209 0.35042
C 0.93418 -2.07394 0.95866
C 1.39169 0.08514 -3.07000
C 2.04701 -0.68903 -2.14568
C -0.01257 0.33005 -2.75953
C -0.67038 -0.11897 -1.56834
N 2.07268 -1.60214 0.19263
H 1.62713 0.18345 -4.12210
H 3.07630 -1.15307 -2.32980
H -0.60299 0.72859 -3.65337
H -1.80380 0.10653 -1.52189
H 3.06073 -1.96794 0.20835
H 1.15044 -2.71572 1.83418
H -1.99947 -3.01616 0.04250
H -2.24467 -1.39638 0.72601
H -1.57255 -2.71923 1.80091
C -0.27982 2.10581 0.86016
C -0.49361 3.08558 2.07222
N -0.91227 0.77910 1.19186
H -0.57028 2.56743 -0.13205
H 0.66586 2.11093 0.70702
H 0.32165 2.69129 2.89146
H -1.48910 3.30109 2.51574
H -0.22508 -0.04939 0.96663
H -1.11148 0.78724 2.21763
H -1.83197 0.73764 0.67927
H -0.34621 4.18143 1.97607
```

Properties
- Orbital gap: 0.3200 Eh
- M: 177.271 g mol⁻¹
- Charge: +1
- Energy above the lowest of the compared OMol25 structures with the same formula, charge and spin: 3.328 eV
- HOMO level: -11.677 eV

(3)
Entry from the Open Molecules 2025 dataset: a 2-piece molecular cluster, C4H13N2S overall (ωB97M-V/def2-TZVPD).

```
20
C4H13N2S, DFT ωB97M-V/def2-TZVPD
C -0.68314 -0.69533 -2.73966
S -0.38986 -1.39412 -1.10264
C -2.10866 -1.73815 -0.62730
H -1.31245 0.19400 -2.69259
H -1.14059 -1.43696 -3.38212
H 0.27591 -0.39416 -3.15136
H -2.10952 -2.11224 0.39237
H -2.71002 -0.83862 -0.72337
H -2.51165 -2.50962 -1.28385
C 2.81591 0.92686 1.59828
N 1.47070 0.74455 1.06596
C 0.40146 1.24333 1.60789
N -0.80425 1.11206 1.11314
H 3.37585 1.62925 0.98274
H 3.33319 -0.02762 1.63614
H 2.76442 1.33256 2.60866
H 1.34989 0.15075 0.25063
H 0.52996 1.80055 2.52759
H -0.96002 0.56058 0.26998
H -1.58714 1.45233 1.64950
```

Properties
- Orbital gap: 0.3490 Eh
- M: 121.229 g mol⁻¹
- Charge: +1
- Energy above the lowest of the compared OMol25 structures with the same formula, charge and spin: 0.029 eV
- HOMO level: -12.540 eV

(4)
Entry from the Open Molecules 2025 dataset: C16H10ClF5Gd as an isolated structure in a non-equilibrium geometry (ωB97M-V/def2-TZVPD).

```
33
C16H10ClF5Gd, DFT ωB97M-V/def2-TZVPD
C 2.03283 -2.11360 1.50958
C 2.11444 -2.30205 0.07855
C 0.76277 -2.47949 -0.40814
H 3.03422 -2.36136 -0.52054
C -0.12266 -2.39561 0.72148
C 0.66644 -2.16555 1.88424
H 0.28996 -1.98370 2.87502
H 2.87307 -1.90097 2.16257
H 0.48091 -2.75229 -1.43059
H -1.19538 -2.51979 0.68445
Gd 0.89295 -0.09516 0.53634
Cl 3.09198 0.98457 1.10224
C 1.25545 2.42440 -3.51101
C 0.02328 1.78036 -3.84756
C 0.33327 0.54995 -4.51029
H -0.97964 2.17439 -3.66858
C 1.75893 0.43323 -4.58088
C 2.32809 1.59314 -3.96376
H 3.39473 1.81527 -3.88436
H 1.35999 3.39888 -3.02928
H -0.38764 -0.16118 -4.92144
H 2.31286 -0.38341 -5.05073
F -0.39863 -0.43205 4.55715
C -1.22599 0.17021 3.65966
C -0.87723 0.30257 2.32727
C -1.87070 0.77889 1.48901
F -1.54465 0.87995 0.11787
C -3.15198 1.18461 1.91664
F -4.07042 1.61909 1.03572
C -3.43507 1.13227 3.28283
F -4.60812 1.58615 3.76827
C -2.46602 0.62304 4.14762
F -2.67205 0.61525 5.47066
```

Properties
- Orbital gap (alpha / beta): 0.2285 / 0.1106 Eh
- M: 489.949 g mol⁻¹
- Charge: -1
- 2S+1: 8
- ⟨S²⟩: 16.116
- Energy above the lowest of the compared OMol25 structures with the same formula, charge and spin: 0.000 eV
- HOMO level (alpha / beta): -3.828 / -2.992 eV

(5)
Entry from the Open Molecules 2025 dataset: an isolated ion of composition C5H6N and charge +1 in a non-equilibrium geometry (ωB97M-V/def2-TZVPD).

```
12
C5H6N, DFT ωB97M-V/def2-TZVPD
C -1.18393 0.31710 0.02216
C -0.02522 -0.79903 -0.04423
C 1.35155 -0.13911 0.09499
C -2.49752 0.10508 0.04549
C 1.06035 1.24843 -0.07120
N -0.27380 1.42431 0.03332
H -0.07015 -1.34550 -1.01902
H -0.30977 -1.67579 0.56979
H 1.73017 -0.44791 0.98078
H 2.07200 -0.65418 -0.55392
H -3.51427 -0.09356 0.24139
H 1.66059 2.06015 -0.29956
```

Properties
- Orbital gap (alpha / beta): 0.2704 / 0.2706 Eh
- M: 80.110 g mol⁻¹
- Charge: +1
- Energy above the lowest of the compared OMol25 structures with the same formula, charge and spin: 6.066 eV
- HOMO level (alpha / beta): -14.926 / -14.928 eV

(6)
Entry from the Open Molecules 2025 dataset: C16H17Cl4GeN2O2SV as an isolated structure in a non-equilibrium geometry (ωB97M-V/def2-TZVPD).

```
44
C16H17Cl4GeN2O2SV, DFT ωB97M-V/def2-TZVPD
V -0.22783 -0.46808 0.21589
Cl -6.43658 -1.25115 1.72156
C -4.96186 -0.62325 1.08539
C -4.87768 0.70924 0.69047
Cl -6.24729 1.74907 0.81765
C -3.67469 1.20932 0.19773
Cl -3.49838 2.85255 -0.29159
C -2.57283 0.38278 0.07642
O -1.36752 0.79966 -0.42029
C -2.66098 -0.97131 0.45097
O -1.54040 -1.73121 0.26293
C -3.84758 -1.45408 0.97583
Cl -3.89410 -3.10573 1.46358
C 0.82435 -1.01034 -4.68266
Ge -0.06518 -0.32735 -3.08034
C -1.94232 -0.76636 -3.30122
C 0.26569 1.59316 -3.08243
C 0.72852 -1.13148 -1.48469
H 0.41074 -0.53106 -5.57510
H 0.67906 -2.08962 -4.77382
H 1.89779 -0.80724 -4.64939
H -2.30706 -0.30665 -4.22293
H -2.56476 -0.42085 -2.47609
H -2.05067 -1.84937 -3.39162
H -0.14848 2.04048 -3.98943
H 1.34445 1.77327 -3.08252
H -0.19016 2.08211 -2.22184
H 1.80582 -0.92001 -1.50197
H 0.59146 -2.21726 -1.53511
N 4.80636 1.80429 4.36221
C 4.28925 0.56987 4.34858
S 4.74933 -0.58486 5.41690
C 3.24895 0.31542 3.27730
C 2.65473 -0.92860 3.18632
C 1.69457 -1.16133 2.22795
N 1.28764 -0.20733 1.36992
C 1.88798 0.99244 1.42387
C 2.85547 1.28344 2.36142
H 5.51009 2.00734 5.05313
H 4.55380 2.52270 3.71270
H 2.94364 -1.71033 3.87618
H 1.21107 -2.12399 2.14148
H 1.56478 1.73221 0.70265
H 3.27083 2.27949 2.34402
```

Properties
- Orbital gap (alpha / beta): 0.2348 / 0.2306 Eh
- M: 566.757 g mol⁻¹
- Charge: 0
- 2S+1: 3
- ⟨S²⟩: 2.020
- HOMO level (alpha / beta): -8.193 / -8.203 eV

(7)
Entry from the Open Molecules 2025 dataset: C18H30AsN2O6ReSSb as an isolated structure in a non-equilibrium geometry (ωB97M-V/def2-TZVPD).

```
60
C18H30AsN2O6ReSSb, DFT ωB97M-V/def2-TZVPD
Re -0.50223 0.68327 1.16537
O -1.79111 -2.48503 1.99991
As -0.22029 -2.21196 1.26133
O 0.29906 -3.37794 0.27467
O -0.83376 -0.84368 0.10830
C 0.92970 -1.92166 2.80298
C 0.89751 -3.02156 3.64287
C 1.63837 -3.02961 4.82429
C 2.41949 -1.94678 5.16905
C 2.49016 -0.84537 4.32134
C 1.74808 -0.83318 3.15203
S 1.99202 0.57638 2.13972
O 3.28015 1.12273 2.28614
O 1.59251 0.15646 0.74907
O 0.79886 1.53122 2.43974
H -2.14186 -3.34906 1.72819
H 0.30168 -3.89163 3.39750
H 1.59840 -3.89883 5.46692
H 2.99356 -1.95461 6.08546
H 3.13912 -0.01318 4.56174
N -3.18941 0.22628 2.35753
C -4.28044 0.78620 2.87199
C -4.16899 2.16205 2.71983
C -2.96080 2.35771 2.08065
N -2.34792 1.17532 1.86164
H -2.90395 -0.74854 2.33673
H -5.06348 0.17995 3.29899
H -4.88114 2.90731 3.02750
H -2.48935 3.27387 1.76160
C -2.78978 0.86654 -2.11056
C -1.66832 0.05882 -2.75665
C -1.42067 0.48383 -4.21331
Sb 0.15355 0.26743 -1.72698
C 1.52362 -1.33826 -2.04391
C 0.95240 -2.23796 -3.13982
C 2.94103 -0.85400 -2.32503
C 0.73690 2.30119 -2.11332
C 1.88253 2.32669 -3.13267
C 1.04153 3.13780 -0.88510
H -3.70864 0.71416 -2.68026
H -2.57852 1.93845 -2.12736
H -2.99337 0.56893 -1.08185
H -1.89838 -1.00719 -2.71515
H -1.22750 1.55511 -4.29530
H -2.31381 0.27661 -4.80495
H -0.59655 -0.05394 -4.68670
H 1.47529 -1.85916 -1.08821
H 0.94532 -1.75325 -4.11701
H -0.04819 -2.60164 -2.90615
H 1.59502 -3.11636 -3.22322
H 3.02002 -0.33871 -3.28044
H 3.58948 -1.73085 -2.37892
H 3.32967 -0.21074 -1.53546
H -0.18497 2.64723 -2.58987
H 2.81277 1.97875 -2.68822
H 2.04042 3.35600 -3.46189
H 1.67870 1.73871 -4.03105
H 1.94244 2.79552 -0.37461
H 0.21012 3.15563 -0.17683
H 1.21390 4.16850 -1.20228
```

Properties
- Orbital gap (alpha / beta): 0.2687 / 0.2731 Eh
- M: 785.402 g mol⁻¹
- Charge: +2
- 2S+1: 2
- ⟨S²⟩: 0.861
- Energy above the lowest of the compared OMol25 structures with the same formula, charge and spin: 2.228 eV
- HOMO level (alpha / beta): -14.801 / -14.533 eV